The following is a DFT calculation (wB97M-V/def2-TZVPD) of a cluster of 2 separate species, C12H16N2 in total at a distorted geometry.

```
30
Properties=species:S:1:pos:R:3:forces:R:3:lowdin_charge:R:1
C 2.0058 -0.5017 0.3670 -0.787 0.146 0.596 -0.085
C 2.2262 -1.0787 1.8020 0.609 -0.207 -1.110 -0.184
C 1.2435 -2.1487 2.1226 0.001 0.248 0.232 -0.340
C 0.1223 -2.0036 2.8813 0.224 0.331 -0.027 -0.070
N -0.5606 -3.1847 2.7614 -0.606 0.152 0.393 0.043
C 0.1624 -3.9821 1.9463 -0.141 -0.258 0.129 -0.213
N 1.2528 -3.3957 1.5568 0.637 -0.033 -0.542 0.104
H 2.7831 -0.7318 -0.3589 0.109 0.149 0.197 0.069
H 1.8402 0.5588 0.5112 0.535 0.380 -0.464 0.033
H 1.0502 -0.8066 -0.0665 0.089 -0.398 0.098 0.073
H 3.2677 -1.4155 1.8542 -0.244 -0.287 0.178 0.106
H 2.1576 -0.2615 2.5086 -0.228 0.067 0.286 0.095
H -0.2114 -1.1438 3.4345 -0.213 -0.141 0.117 0.113
H -1.4465 -3.3891 3.1902 0.072 -0.111 -0.061 0.144
H -0.1497 -4.9781 1.6866 -0.018 -0.092 -0.016 0.114
C -2.2351 1.1635 -3.4529 -0.038 -0.343 -0.741 -0.061
C -1.4643 1.7449 -2.3010 -0.022 -1.022 -0.597 -0.284
C -0.1186 2.0722 -2.4693 0.068 0.810 0.206 -0.055
C 0.6592 2.4479 -1.3888 0.108 -0.511 0.057 -0.093
C 0.0889 2.5033 -0.1172 -0.105 1.133 -0.301 -0.123
C -1.2572 2.2545 0.0328 -0.107 -0.474 -0.276 -0.090
C -2.0311 1.8065 -1.0474 0.542 0.141 1.189 -0.050
H -2.7294 1.9391 -4.0292 -0.284 0.138 -0.046 0.077
H -2.9647 0.4098 -3.1648 -0.296 0.288 0.418 0.074
H -1.6343 0.6019 -4.1793 0.399 0.384 0.257 0.078
H 0.3178 2.1802 -3.4563 -0.094 -0.537 -0.066 0.112
H 1.7242 2.5808 -1.5558 -0.129 0.355 0.181 0.106
H 0.5948 2.9663 0.7198 0.430 -0.420 0.046 0.102
H -1.6697 2.3435 1.0240 -0.312 -0.010 0.101 0.097
H -3.0243 1.4485 -0.8119 -0.198 0.121 -0.434 0.109
```
Forces are in eV/Å.

Output
* HOMO energy: -8.49 eV
* SMILES string: CCc1c[nH]cn1.Cc1ccccc1
* orbital gap: 9.31 eV
* calculated total energy: -576.356180 a.u.

The following is a DFT calculation (wB97M-V/def2-TZVPD) of a structure of composition C32H23N3P2RuS2.

```
63
Properties=species:S:1:pos:R:3:forces:R:3:mulliken_spin:R:1
Ru -0.4131 0.1863 -0.8169 -0.492 0.173 0.402 3.167
S 0.7500 -0.1357 1.3300 0.119 0.098 0.298 0.476
C 2.7476 -0.5803 -1.4075 0.040 -0.184 -0.009 -0.056
C 3.7818 -0.8053 -2.3323 0.019 0.040 0.044 0.008
C 4.7311 0.1458 -2.6640 0.024 -0.003 -0.008 0.009
C 5.7559 -0.1865 -3.6125 0.001 0.090 0.031 -0.001
N 6.5731 -0.4513 -4.3734 -0.016 -0.057 -0.011 0.007
C 4.6672 1.4077 -2.0683 0.063 0.000 -0.054 -0.003
C 3.6449 1.6638 -1.1733 -0.086 0.090 0.100 0.035
C 2.6843 0.7077 -0.8448 0.057 -0.030 0.074 0.072
S 1.4284 1.4233 0.2188 0.069 -0.359 -0.353 0.095
C 5.6324 2.4224 -2.3795 -0.034 -0.035 0.002 -0.001
N 6.3992 3.2368 -2.6351 0.003 0.018 0.012 -0.002
H 3.8780 -1.7596 -2.8342 -0.018 -0.017 0.007 0.000
H 3.5872 2.6419 -0.7112 0.027 0.007 -0.016 -0.003
N 0.4766 -2.8044 -0.6670 -0.209 0.212 0.192 0.035
P -1.0869 -2.1008 -0.3369 0.428 -0.059 -0.524 0.060
C -1.7623 -3.3566 0.7430 -0.115 0.169 0.000 0.029
C -1.0886 -3.6916 1.9207 0.011 -0.001 0.028 0.013
C -1.6391 -4.6309 2.7745 0.007 -0.011 0.012 -0.003
C -2.8623 -5.2159 2.4676 -0.020 0.004 -0.023 0.016
C -3.5402 -4.8662 1.3078 0.015 0.000 -0.001 -0.005
C -2.9968 -3.9311 0.4405 0.032 -0.010 0.018 0.016
C -2.0100 -1.9737 -1.8789 0.015 -0.015 0.111 -0.020
C -1.9399 -2.8550 -2.9548 -0.030 -0.005 -0.003 -0.010
C -2.5687 -2.5296 -4.1447 0.013 0.002 0.037 0.014
C -3.2559 -1.3239 -4.2722 0.004 -0.020 -0.011 0.010
C -3.3425 -0.4452 -3.2050 -0.076 0.018 0.012 0.033
C -2.7248 -0.7661 -1.9995 0.007 -0.115 -0.193 0.050
P 1.8012 -2.2087 -1.4790 0.086 0.150 -0.222 -0.034
C 2.9996 -3.4743 -1.0634 0.000 0.015 0.028 -0.007
C 4.1999 -3.1531 -0.4251 -0.026 -0.038 -0.046 0.005
C 5.0589 -4.1658 -0.0304 0.015 0.015 0.008 0.001
C 4.7307 -5.4922 -0.2686 0.018 0.003 0.010 0.000
C 3.5267 -5.8180 -0.8797 -0.036 -0.005 -0.015 0.000
C 2.6527 -4.8175 -1.2671 0.045 0.038 0.016 0.000
C 1.2804 -2.0741 -3.1994 0.122 -0.107 0.088 -0.079
C 0.8639 -0.8432 -3.7067 -0.154 0.255 -0.285 0.066
C 0.4094 -0.7525 -5.0140 -0.027 -0.005 -0.043 0.006
C 0.4161 -1.8709 -5.8379 -0.003 0.043 0.041 0.000
C 0.8586 -3.0900 -5.3460 0.022 0.003 0.068 0.006
C 1.2765 -3.1944 -4.0263 -0.038 -0.043 -0.049 -0.009
H 0.7167 -3.5713 -0.0437 0.013 0.032 0.010 -0.002
H -0.1468 -3.2192 2.1813 0.000 0.006 0.000 0.000
H -1.1235 -4.9000 3.6861 0.006 0.006 0.000 0.000
H -3.2923 -5.9444 3.1414 0.001 -0.001 0.004 0.001
H -4.4933 -5.3212 1.0760 -0.001 -0.006 0.006 0.000
H -3.5250 -3.6582 -0.4642 -0.013 -0.003 0.005 0.007
H -1.3954 -3.7858 -2.8559 -0.015 0.001 -0.016 -0.002
H -2.5276 -3.2181 -4.9785 -0.007 0.010 -0.008 0.000
H -3.7441 -1.0800 -5.2064 0.005 -0.005 -0.003 0.000
H -3.9144 0.4684 -3.2975 0.014 0.005 0.011 0.000
H -2.9071 -0.1329 -1.1281 0.019 -0.004 -0.002 -0.032
H 4.4658 -2.1246 -0.2249 0.018 -0.020 0.014 0.000
H 5.9862 -3.9148 0.4657 0.002 -0.004 0.001 0.000
H 5.4110 -6.2771 0.0331 -0.002 -0.003 -0.002 0.000
H 3.2654 -6.8532 -1.0511 0.001 0.000 0.000 0.000
H 1.7035 -5.0871 -1.7115 -0.005 -0.016 -0.028 0.000
H 0.9390 0.1045 -3.1686 0.073 -0.251 0.243 0.037
H 0.0891 0.2057 -5.4016 0.001 -0.010 -0.007 -0.003
H 0.0984 -1.7806 -6.8681 -0.003 -0.020 -0.004 0.000
H 0.8918 -3.9594 -5.9886 0.005 0.000 -0.002 0.000
H 1.6312 -4.1474 -3.6607 0.004 -0.041 0.005 -0.001
```
Forces are in eV/Å.

Output
* HOMO energy (spin up / spin down): -13.17 / -15.03 eV
* spin multiplicity: 5
* orbital gap (spin up / spin down): 6.50 / 7.29 eV
* calculated total energy: -2970.820326 a.u.
* expectation value of S²: 6.021
* net charge: +2

The following is a DFT calculation (wB97M-V/def2-TZVPD) of an isolated molecule of C4H9N at a distorted geometry.

```
14
Properties=species:S:1:pos:R:3:forces:R:3:lowdin_charge:R:1
H 2.1776 -1.1339 -1.5071 -0.715 0.758 1.994 0.087
N 2.1383 -0.8343 -0.4761 0.818 -0.817 -1.103 0.092
C 1.0761 -0.3876 0.0050 -3.273 1.563 -3.003 -0.361
C 0.8386 0.1035 1.3794 1.349 -1.062 1.922 -0.090
C -0.3738 -0.0141 -1.0165 2.165 -0.303 4.420 -0.139
C -1.6700 0.3222 -0.3378 0.967 -0.822 3.300 -0.136
H -0.0516 -0.4499 1.7297 0.430 0.443 0.259 0.068
H 1.7158 -0.1280 2.0726 -1.088 -0.002 -0.963 0.100
H 0.6829 1.1769 1.5243 -0.278 -0.124 -0.645 0.086
H -0.1183 0.8847 -1.4058 1.590 2.403 -2.009 0.049
H -0.5299 -0.7440 -1.7058 0.090 -2.139 -2.055 0.051
H -2.4723 -0.0083 -0.9395 -1.170 -0.280 -0.225 0.056
H -1.7776 1.3495 -0.0202 -0.003 0.585 -0.642 0.068
H -1.6360 -0.1368 0.6978 -0.882 -0.201 -1.250 0.070
```
Forces are in eV/Å.

Output
* HOMO energy: -8.99 eV
* SMILES string: [H]/N=C(/C)CC
* orbital gap: 10.06 eV
* calculated total energy: -212.490925 a.u.